22
Properties=species:S:1:pos:R:3:forces:R:3:mulliken_charge:R:1 method="wB97M-V/def2-TZVPD" smiles="C=CP(N)NC(=O)OC.N" gap_ha=0.324 lumo_ev=0.79 e_above_lowest_kcal_mol=57.3 fmax_ha_per_bohr=0.0808 energy_ev=-22195.5358 e_homo_ev=-8.01
C 2.956 -0.877 1.319 -1.7 3.8 -0.3 -0.700
C 2.112 -0.308 0.434 0.5 1.8 0.5 -0.370
P 0.977 -0.859 -0.863 1.4 -1.3 -0.4 0.027
N 1.150 0.451 -1.983 2.4 0.2 -0.3 -0.625
N -0.419 -0.142 -0.211 -1.1 0.4 2.6 -0.004
C -1.529 -0.602 -0.833 2.7 -0.5 -1.8 0.699
O -1.321 -1.271 -1.843 -0.8 -0.2 -0.2 -0.655
O -2.671 -0.202 -0.420 -3.0 -0.4 -0.1 -0.357
C -3.760 -0.668 -1.342 -1.0 1.1 1.1 -0.572
H 3.231 -1.825 1.533 0.3 -3.4 -0.3 0.389
H 3.321 -0.237 2.122 0.2 0.4 -0.4 0.278
H 1.989 0.830 0.461 0.6 -1.4 0.4 0.430
H 2.021 0.443 -2.572 -1.2 -0.2 0.8 0.248
H 0.358 0.352 -2.577 -0.6 0.1 -0.8 0.263
H -0.502 0.384 0.674 0.1 -0.4 -1.0 0.134
H -4.375 -1.464 -0.856 1.0 0.3 -0.3 0.242
H -3.310 -0.985 -2.305 -0.6 0.4 0.8 0.321
H -4.452 0.219 -1.346 0.8 -0.8 -0.6 0.215
N 1.231 1.624 2.734 1.2 -1.0 -0.6 -0.554
H 0.749 0.917 2.231 -0.7 -1.0 0.7 0.173
H 0.898 1.922 3.609 -0.8 0.4 0.7 0.186
H 1.344 2.298 2.034 0.3 1.8 -0.4 0.232